Record 1
Formula: C3H6OS
Source: the Open Molecules 2025 dataset
Level of theory: ωB97M-V with the def2-TZVPD basis set

Structure (XYZ):
```
11
Properties=species:S:1:pos:R:3
C -0.467 -1.378 0.940
C 0.613 -0.730 0.076
C 0.717 0.714 0.555
H -0.224 -2.313 1.018
H -1.643 -1.262 0.650
H -0.559 -0.953 1.911
H 0.292 0.502 1.982
H 1.855 1.384 0.351
H -1.835 1.766 0.412
O 1.285 -1.404 -0.805
S -0.834 1.279 -0.582
```

Values from the calculation:
HOMO level = -9.7 eV
Kohn-Sham gap = 0.353 Ha
E_LUMO = -0.060 eV
multiplicity = 1

natural (NBO) analysis output, partial charges in e: -0.70 0.49 -0.57 0.22 0.25 0.20 0.25 0.28 0.16 -0.54 -0.06

Record 2
Formula: C24H43NO2P2Yb
Source: the Open Molecules 2025 dataset
Level of theory: ωB97M-V with the def2-TZVPD basis set

Structure (XYZ):
```
73
Properties=species:S:1:pos:R:3
Yb 1.107 -1.415 1.631
C -1.813 3.091 2.262
C -2.316 1.790 1.989
C -0.774 1.613 3.695
C -1.024 3.009 3.445
C -1.727 0.890 2.935
C -1.991 4.276 1.392
H -2.680 4.088 0.567
H -1.011 4.531 0.965
H -2.338 5.164 1.933
C -0.465 4.183 4.168
H 0.064 4.919 3.524
H 0.162 3.908 5.035
H -1.352 4.690 4.592
C 0.343 1.031 4.456
H 0.170 1.083 5.544
H 1.260 1.613 4.262
H 0.543 -0.019 4.146
C -1.848 -0.590 2.879
H -2.779 -0.914 3.367
H -1.032 -1.084 3.441
H -1.930 -0.945 1.835
C -3.165 1.422 0.852
H -3.936 0.652 1.051
H -2.539 0.932 0.097
H -3.569 2.308 0.349
C -0.714 2.679 -1.835
C -1.933 3.077 -2.221
C -3.005 2.178 -2.678
C -2.603 0.902 -3.459
C -2.602 -0.304 -2.610
C -1.570 -0.671 -1.851
C -0.705 0.251 -1.093
C -0.050 1.317 -1.929
H -3.679 2.739 -3.329
H -1.638 1.012 -4.025
H -3.616 1.893 -1.815
H 0.107 0.914 -2.951
H 0.005 3.429 -1.454
H -2.231 4.098 -2.063
H 0.957 1.548 -1.518
H -1.236 0.754 -0.281
H -1.351 -1.708 -1.690
H 0.055 -0.324 -0.523
H -3.460 0.776 -4.165
H -3.406 -1.042 -2.824
P 2.047 -1.824 -1.598
P 2.616 -3.921 0.495
C 3.222 -3.185 -2.182
C 3.762 -3.965 -1.001
H 4.063 -2.719 -2.721
H 2.685 -3.848 -2.883
H 3.905 -5.012 -1.310
H 4.738 -3.583 -0.660
C 3.617 -5.278 1.229
H 3.121 -5.654 2.127
H 4.602 -4.859 1.467
H 3.748 -6.092 0.500
C 1.317 -4.993 -0.283
H 1.777 -5.845 -0.810
H 0.662 -4.450 -0.981
H 0.692 -5.381 0.533
C 3.256 -0.497 -2.043
H 2.889 0.501 -1.768
H 3.467 -0.532 -3.125
H 4.197 -0.685 -1.501
C 1.038 -1.892 -3.125
H 1.217 -2.793 -3.717
H 1.190 -1.017 -3.758
H -0.016 -1.900 -2.866
O 1.045 2.985 1.509
N 1.140 1.959 0.847
O 1.318 0.734 1.525
```

Values from the calculation:
HOMO level (spin up / spin down) = -9.3 / -9.2 eV
<S²> = 0.77
charge = +1
Kohn-Sham gap (spin up / spin down) = 0.198 / 0.194 Ha
E_LUMO (spin up / spin down) = -3.897 / -3.898 eV
multiplicity = 2

Mulliken analysis output, partial charges in e: 1.08 0.67 0.58 1.28 0.24 -0.14 -1.60 0.25 0.20 0.39 -1.39 0.29 0.41 0.36 -1.63 0.43 0.34 0.13 -1.79 0.35 0.57 0.25 -0.80 0.42 0.41 0.45 -0.25 -0.79 -0.60 -0.75 -0.98 -0.66 3.82 -0.78 0.57 0.24 0.12 0.70 0.38 0.43 0.17 -1.27 0.68 -2.45 0.41 0.32 0.99 0.27 -0.98 -0.96 0.47 0.38 0.55 0.49 -1.16 0.40 0.39 0.36 -1.09 0.36 0.31 0.41 -1.57 0.23 0.46 0.43 -1.27 0.49 0.39 0.20 -0.37 0.19 -0.40

Record 3
Formula: C32H59Cl22IN3O4
Source: the Open Molecules 2025 dataset
Level of theory: ωB97M-V with the def2-TZVPD basis set

Structure (XYZ):
```
121
Properties=species:S:1:pos:R:3
C 4.084 4.109 0.432
O 3.942 3.058 1.385
C 3.152 1.985 0.969
C 1.641 2.353 1.040
C 1.094 2.173 -0.372
N -0.147 1.862 -0.379
C -0.655 1.864 0.999
C -2.008 1.288 1.357
C -3.044 2.404 1.534
C -4.460 1.811 1.640
I -2.638 3.582 3.280
C 0.627 1.363 1.708
N 0.550 1.276 3.147
C 0.702 2.305 3.803
O 0.852 3.265 4.421
O 0.721 0.042 1.230
N 1.885 -0.737 1.731
O 2.499 -1.109 0.829
H 5.134 4.233 0.176
H 3.489 4.003 -0.482
H 3.773 5.033 0.921
H 3.403 1.172 1.642
H 3.431 1.665 -0.039
H 1.581 3.376 1.408
H 1.682 2.244 -1.276
H -0.701 1.636 -1.198
H -0.651 2.931 1.250
H -2.386 0.666 0.543
H -1.945 0.662 2.243
H -2.955 3.053 0.667
H -5.165 2.503 1.192
H -4.724 1.719 2.688
H -4.489 0.840 1.160
Cl -3.435 -2.429 1.507
C -2.222 -3.375 0.594
C -1.163 -2.495 -0.002
Cl -1.816 -1.456 -1.313
H -2.744 -3.948 -0.168
H -1.770 -4.072 1.295
H -0.376 -3.105 -0.442
H -0.722 -1.844 0.737
Cl -7.063 1.513 -1.088
C -6.620 0.250 -2.272
C -5.298 -0.393 -1.956
Cl -3.925 0.730 -2.186
H -6.615 0.702 -3.256
H -7.401 -0.501 -2.239
H -5.132 -1.234 -2.629
H -5.258 -0.758 -0.932
Cl 5.713 3.559 -3.772
C 4.450 4.514 -4.589
C 3.670 5.354 -3.612
Cl 2.674 4.322 -2.530
H 3.803 3.828 -5.129
H 4.947 5.160 -5.306
H 2.983 6.015 -4.134
H 4.323 5.960 -2.989
Cl 2.519 -5.531 3.802
C 1.527 -4.288 4.603
C 0.345 -3.884 3.764
Cl 0.852 -2.995 2.294
H 2.168 -3.438 4.826
H 1.175 -4.713 5.542
H -0.304 -3.217 4.329
H -0.239 -4.744 3.448
Cl -4.718 -2.617 -5.570
C -6.096 -2.345 -6.672
C -6.871 -1.108 -6.303
Cl -7.729 -1.303 -4.750
H -6.724 -3.231 -6.648
H -5.687 -2.235 -7.674
H -7.625 -0.902 -7.060
H -6.219 -0.243 -6.219
Cl 3.981 -0.199 4.062
C 4.750 0.095 5.649
C 5.548 -1.090 6.123
Cl 4.511 -2.478 6.540
H 3.967 0.357 6.355
H 5.407 0.954 5.527
H 6.095 -0.821 7.025
H 6.260 -1.418 5.370
Cl -0.696 -6.419 -0.430
C -1.062 -6.957 -2.091
C -1.862 -5.930 -2.851
Cl -3.515 -5.748 -2.205
H -1.586 -7.906 -2.026
H -0.110 -7.121 -2.591
H -1.960 -6.238 -3.891
H -1.385 -4.954 -2.823
Cl -3.040 -5.299 4.114
C -4.781 -5.169 3.743
C -5.601 -6.144 4.545
Cl -5.299 -7.830 4.058
H -4.907 -5.324 2.675
H -5.080 -4.150 3.980
H -6.660 -5.951 4.384
H -5.394 -6.061 5.609
Cl 7.689 6.965 -6.767
C 6.436 7.949 -7.566
C 5.664 8.784 -6.579
Cl 4.655 7.774 -5.506
H 5.784 7.277 -8.117
H 6.942 8.601 -8.276
H 4.992 9.457 -7.108
H 6.321 9.377 -5.952
Cl -4.283 -12.210 4.445
C -3.101 -10.878 4.388
C -1.902 -11.140 5.261
Cl -2.311 -11.109 6.995
H -3.612 -9.964 4.679
H -2.784 -10.780 3.351
H -1.156 -10.363 5.097
H -1.452 -12.104 5.040
Cl 5.258 11.278 -4.250
C 5.848 11.449 -2.576
C 6.535 10.201 -2.083
Cl 5.393 8.845 -1.870
H 5.001 11.710 -1.948
H 6.551 12.280 -2.571
H 6.984 10.392 -1.111
H 7.314 9.878 -2.768
```

Values from the calculation:
HOMO level = -11.6 eV
charge = +1
Kohn-Sham gap = 0.293 Ha
E_LUMO = -3.605 eV
multiplicity = 1

Results of the Mulliken charge analysis, in e, for atoms 1 through 99: -0.07 -0.50 -0.63 0.14 -0.82 0.26 -0.27 -0.28 -0.51 -0.94 0.06 0.60 -0.62 0.51 -0.41 -0.14 -0.03 -0.22 0.35 -0.30 0.30 -0.15 0.64 0.73 0.72 0.36 0.43 -0.11 0.32 0.58 0.28 0.44 0.12 -0.21 0.26 0.47 -0.17 -0.09 -0.02 0.49 -0.65 -0.20 -0.59 -0.11 -0.19 0.31 0.30 0.26 0.22 -0.20 -0.01 -0.59 -0.25 0.34 0.02 0.39 0.24 -0.20 -0.31 -0.40 -0.11 0.13 0.39 0.35 0.20 -0.16 -0.44 -0.48 -0.17 0.31 0.31 0.37 0.30 -0.11 -0.57 -0.45 -0.17 0.31 0.34 0.35 0.31 -0.12 -0.45 -0.47 -0.20 0.33 0.30 0.37 0.25 -0.15 -0.44 -0.49 -0.18 0.30 0.29 0.35 0.31 -0.18 -0.58

Record 4
Formula: C35H37Cl4F2FeN6O5
Source: the Open Molecules 2025 dataset
Level of theory: ωB97M-V with the def2-TZVPD basis set

Structure (XYZ):
```
90
Properties=species:S:1:pos:R:3
Fe 0.140 0.287 -0.011
Cl -0.017 6.207 -3.225
C 0.102 4.988 -1.999
C 0.378 5.328 -0.689
Cl 0.607 6.987 -0.245
C 0.470 4.328 0.294
Cl 0.803 4.723 1.949
C 0.279 2.994 -0.031
O 0.307 1.999 0.820
C -0.011 2.646 -1.379
O -0.186 1.365 -1.603
C -0.088 3.638 -2.340
Cl -0.450 3.160 -3.971
F -6.604 0.761 1.685
C -5.664 0.027 2.328
C -4.352 0.139 1.957
C -3.377 -0.567 2.651
C -1.966 -0.447 2.203
O -1.692 0.316 1.288
C -1.020 -1.259 2.925
C -1.449 -1.977 3.984
N -2.746 -2.075 4.408
C -3.081 -2.789 5.611
C -2.318 -4.014 5.986
C -3.740 -4.140 5.521
C -3.733 -1.383 3.730
C -5.086 -1.509 4.071
C -6.055 -0.811 3.375
N -7.423 -0.982 3.754
C -8.483 -0.822 2.770
C -9.750 -1.507 3.345
N -9.304 -2.323 4.521
C -8.889 -1.418 5.642
C -7.837 -0.450 5.045
C 0.453 -1.386 2.547
O 1.178 -1.938 3.369
O 0.775 -1.013 1.378
H -4.049 0.786 1.143
H -0.708 -2.523 4.552
H -3.401 -2.142 6.422
H -2.096 -4.152 7.034
H -1.549 -4.366 5.314
H -4.509 -4.385 6.242
H -3.891 -4.540 4.527
H -5.384 -2.176 4.868
H -8.180 -1.294 1.838
H -8.718 0.224 2.560
H -10.238 -2.164 2.630
H -10.474 -0.784 3.715
H -8.420 -2.755 4.214
H -9.975 -3.032 4.805
H -8.490 -2.045 6.437
H -9.774 -0.898 6.001
H -6.979 -0.372 5.706
H -8.271 0.551 4.937
C -3.243 -3.158 0.599
N -2.279 -2.837 -0.436
C -0.951 -3.382 -0.180
C -2.323 -1.600 -1.053
N -1.264 -0.904 -1.231
N -3.584 -1.182 -1.445
C -4.516 -2.101 -2.063
C -3.748 0.209 -1.817
H -2.852 -2.914 1.597
H -3.466 -4.227 0.577
H -4.168 -2.604 0.451
H -1.069 -4.410 0.165
H -0.402 -2.806 0.569
H -0.365 -3.372 -1.094
H -1.374 -0.111 -1.858
H -4.132 -3.116 -2.002
H -4.654 -1.851 -3.121
H -5.499 -2.064 -1.580
H -3.076 0.834 -1.229
H -4.779 0.514 -1.621
H -3.534 0.386 -2.878
F 2.147 -3.655 -4.548
C 2.157 -2.678 -3.602
C 1.945 -1.370 -3.993
C 1.952 -0.380 -3.026
C 2.161 -0.684 -1.673
C 2.110 0.353 -0.641
C 2.381 -2.022 -1.327
C 2.386 -3.025 -2.288
H 1.777 -1.140 -5.037
H 1.770 0.648 -3.312
H 2.253 1.374 -0.974
H 2.615 0.094 0.283
H 2.549 -2.270 -0.286
H 2.563 -4.061 -2.027
```

Values from the calculation:
HOMO level (spin up / spin down) = -5.5 / -5.4 eV
<S²> = 1.23
Kohn-Sham gap (spin up / spin down) = 0.127 / 0.123 Ha
E_LUMO (spin up / spin down) = -2.061 / -2.061 eV
multiplicity = 2

Mulliken analysis output, partial charges in e: 0.73 -0.24 0.40 0.28 -0.23 0.20 -0.24 0.27 -0.70 -0.73 0.22 0.03 -0.24 -0.38 0.35 -0.25 0.61 0.93 -0.67 0.17 -0.84 0.52 -0.42 -1.05 -0.42 -0.25 -0.33 -1.70 0.43 -0.73 -0.63 -0.13 -0.78 -0.57 -0.15 -0.81 -0.42 0.64 0.74 0.54 0.25 0.33 0.32 0.21 0.71 0.46 0.49 0.36 0.33 0.38 0.30 0.40 0.36 0.50 0.32 -1.19 0.15 -1.02 0.30 -0.21 0.47 -1.23 -1.29 0.30 0.47 0.24 0.32 0.25 0.30 0.22 0.41 0.36 0.26 0.26 0.33 0.42 -0.37 0.61 -0.83 -0.24 0.87 -1.85 -0.01 -0.79 0.45 0.34 0.60 0.45 0.36 0.43

Asked for relative energy (zero: lowest compared OMol25 entry of this formula, charge and spin) across the records above, the calculation gives 455.8; 223.2; 0.0; 12.1 kJ/mol in order.